Computed, not measured: a molecular structure, C41H36BN3O2P2Ru, with ωB97M-V/def2-TZVPD.

Properties
**Energy relative to the best compared isomer or geometry (same formula, charge and spin)**: 68.4 kcal/mol
**Net charge**: +2
**Spin multiplicity**: 5
**Max |F|**: 2.20 eV/Å
**HOMO (alpha / beta)**: -12.70 / -13.10 eV

```
86
C41H36BN3O2P2Ru | OMol25 | ωB97M-V/def2-TZVPD
Ru -0.165 0.049 0.000
C 0.530 1.121 3.058
P -0.121 1.912 1.495
C 0.945 3.335 1.165
C 1.115 3.714 -0.166
C 1.927 4.786 -0.481
C 2.587 5.474 0.526
C 2.395 5.117 1.852
C 1.565 4.059 2.178
C -1.792 2.572 1.678
C -2.791 1.777 2.242
C -4.108 2.188 2.175
C -4.441 3.362 1.515
C -3.450 4.151 0.951
C -2.125 3.764 1.032
C 1.124 -0.208 2.704
C 1.868 -1.140 3.429
C 2.041 -2.265 2.600
C 1.410 -1.982 1.389
C 1.247 -2.731 0.115
P -0.478 -2.446 -0.658
C -0.760 -3.905 -1.706
C -1.465 -3.729 -2.903
C -1.723 -4.807 -3.723
C -1.314 -6.080 -3.348
C -0.646 -6.266 -2.144
C -0.394 -5.193 -1.312
C -0.376 -1.114 -1.930
C 0.521 -1.211 -3.014
C 0.535 -0.249 -3.998
C -0.312 0.864 -3.925
C -1.206 0.991 -2.888
C -1.270 0.023 -1.864
N 0.852 -0.750 1.487
H -0.291 1.005 3.777
H 1.285 1.761 3.521
H 0.603 3.154 -0.942
H 2.058 5.082 -1.510
H 3.243 6.294 0.278
H 2.899 5.660 2.635
H 1.393 3.820 3.218
H -2.528 0.846 2.722
H -4.887 1.593 2.626
H -5.472 3.666 1.446
H -3.712 5.065 0.439
H -1.354 4.383 0.600
H 2.238 -1.025 4.427
H 2.574 -3.159 2.856
H 1.409 -3.800 0.264
H 1.965 -2.378 -0.638
H -1.796 -2.743 -3.203
H -2.247 -4.654 -4.655
H -1.529 -6.925 -3.982
H -0.330 -7.255 -1.851
H 0.089 -5.363 -0.361
H 1.148 -2.089 -3.103
H 1.201 -0.351 -4.841
H -0.296 1.601 -4.712
H -1.899 1.821 -2.864
H -2.211 -0.042 -1.288
O 1.995 1.190 -1.877
B 1.690 0.668 -0.647
O 2.827 0.426 0.087
C 3.879 0.781 -0.713
C 5.240 0.698 -0.486
C 6.065 1.108 -1.523
C 5.551 1.583 -2.730
C 4.185 1.675 -2.955
C 3.363 1.255 -1.930
H 5.644 0.341 0.447
H 7.134 1.057 -1.392
H 6.237 1.881 -3.507
H 3.782 2.053 -3.878
N -1.490 -1.406 3.496
C -2.493 -1.721 2.640
C -3.722 -2.153 3.175
C -4.768 -2.428 2.336
C -4.568 -2.299 0.962
C -3.337 -1.875 0.521
N -2.312 -1.545 1.320
H -1.584 -1.718 4.448
H -0.557 -1.354 3.129
H -3.815 -2.259 4.245
H -5.720 -2.753 2.728
H -5.353 -2.530 0.262
H -3.148 -1.821 -0.545
```


Computed, not measured: a molecular structure, C41H37Cl5P2Zn, with ωB97M-V/def2-TZVPD.

Properties
**Energy relative to the best compared isomer or geometry (same formula, charge and spin)**: 13.7 kcal/mol
**Max |F|**: 2.94 eV/Å
**HOMO**: -5.14 eV

```
86
C41H37Cl5P2Zn | OMol25 | ωB97M-V/def2-TZVPD
Zn -0.672 1.488 -5.006
C -2.182 1.340 -6.410
C -1.750 0.067 -6.029
C -0.848 -0.752 -6.941
C 0.507 -0.043 -7.217
C 0.866 1.019 -6.177
C 0.482 2.364 -6.359
C -0.350 2.739 -7.570
C -1.710 2.016 -7.674
C 2.190 0.054 0.433
H -3.179 1.666 -6.111
H -2.435 -0.511 -5.408
H -1.328 -1.020 -7.901
H -0.659 -1.723 -6.450
H 1.279 -0.830 -7.188
H 0.504 0.367 -8.244
H 1.716 0.763 -5.542
H 1.060 3.187 -5.914
H 0.205 2.574 -8.514
H -0.560 3.821 -7.489
H -2.465 2.783 -7.906
H -1.665 1.315 -8.518
H 1.708 1.009 0.658
H 3.207 0.063 0.833
H 1.608 -0.740 0.914
P -1.951 -1.172 -1.703
P 2.242 -0.294 -1.331
C -0.344 -0.708 -1.702
C 0.818 -1.319 -1.667
C -2.627 -2.765 -1.664
C -2.410 -3.650 -2.747
C -3.152 -4.822 -2.776
C -4.062 -5.106 -1.749
C -4.175 -4.274 -0.621
C -3.425 -3.107 -0.550
C -2.945 0.174 -2.294
C -2.469 1.506 -2.285
C -3.388 2.548 -2.200
C -4.758 2.286 -2.298
C -5.206 0.986 -2.548
C -4.313 -0.077 -2.566
C 3.699 -1.371 -1.536
C 3.516 -2.769 -1.496
C 4.602 -3.647 -1.513
C 5.907 -3.140 -1.551
C 6.114 -1.749 -1.606
C 5.020 -0.869 -1.579
C 2.442 1.226 -2.241
C 1.886 2.433 -1.773
C 2.320 3.642 -2.312
C 3.254 3.669 -3.349
C 3.692 2.464 -3.902
C 3.312 1.249 -3.341
H -0.600 0.650 0.147
H 0.915 -2.417 -1.729
H -1.685 -3.360 -3.514
H -3.046 -5.514 -3.610
H -4.695 -5.991 -1.826
H -4.860 -4.530 0.185
H -3.430 -2.447 0.325
H -1.391 1.682 -2.269
H -3.057 3.575 -2.058
H -5.475 3.099 -2.186
H -6.268 0.804 -2.704
H -4.631 -1.111 -2.699
H 2.529 -3.216 -1.443
H 4.415 -4.728 -1.501
H 6.756 -3.833 -1.539
H 7.138 -1.364 -1.678
H 5.214 0.207 -1.593
H 1.146 2.432 -0.968
H 1.934 4.583 -1.922
H 3.636 4.613 -3.738
H 4.346 2.465 -4.770
H 3.717 0.309 -3.721
Cl -0.640 -1.993 1.397
C -1.471 -0.511 1.765
C -1.188 0.663 1.064
C -1.702 1.887 1.482
Cl -1.216 3.300 0.614
C -2.551 1.952 2.597
Cl -3.080 3.470 3.177
C -2.940 0.743 3.236
Cl -4.006 0.775 4.561
C -2.419 -0.498 2.801
Cl -2.947 -1.985 3.481
```


Computed, not measured: a molecular structure, C41H37F5OsP2S, with ωB97M-V/def2-TZVPD.

Properties
**Energy relative to the best compared isomer or geometry (same formula, charge and spin)**: 0.0 kcal/mol
**Net charge**: +2
**Spin multiplicity**: 5
**Max |F|**: 3.10 eV/Å
**HOMO (alpha / beta)**: -11.83 / -13.30 eV

```
87
C41H37F5OsP2S | OMol25 | ωB97M-V/def2-TZVPD
Os 0.135 0.646 0.589
C -2.075 1.125 -3.305
C -1.740 -0.167 -3.215
C -0.776 -0.844 -4.139
C 0.620 -0.195 -4.228
C 1.053 0.676 -3.085
C 0.578 1.886 -2.763
C -0.162 2.758 -3.737
C -1.483 2.129 -4.249
C 1.524 0.243 2.072
H -2.983 1.488 -2.796
H -2.387 -0.838 -2.636
H -1.203 -0.864 -5.158
H -0.663 -1.891 -3.834
H 1.352 -1.017 -4.309
H 0.690 0.364 -5.174
H 2.015 0.342 -2.678
H 0.840 2.390 -1.835
H 0.471 3.022 -4.607
H -0.388 3.713 -3.236
H -2.214 2.942 -4.374
H -1.316 1.701 -5.253
H 1.336 1.069 2.774
H 2.612 0.213 1.878
H 1.217 -0.695 2.557
P -1.366 -0.931 -0.023
P 1.988 -0.363 -0.279
C -0.286 -1.767 -1.206
C 1.070 -1.584 -1.281
C -2.396 -2.291 0.625
C -2.764 -3.385 -0.177
C -3.563 -4.397 0.355
C -4.003 -4.322 1.680
C -3.687 -3.204 2.459
C -2.915 -2.178 1.919
C -2.737 0.284 -0.434
C -2.397 1.638 -0.336
C -3.378 2.625 -0.389
C -4.706 2.251 -0.611
C -5.051 0.899 -0.711
C -4.077 -0.093 -0.611
C 3.468 -1.317 0.238
C 3.278 -2.664 0.614
C 4.332 -3.407 1.148
C 5.605 -2.840 1.273
C 5.817 -1.522 0.851
C 4.750 -0.749 0.388
C 2.733 1.329 -0.605
C 2.152 2.439 0.031
C 2.514 3.739 -0.352
C 3.584 3.917 -1.234
C 4.224 2.816 -1.807
C 3.768 1.523 -1.540
H -0.762 -2.584 -1.747
H 1.687 -2.247 -1.897
H -2.432 -3.444 -1.213
H -3.834 -5.245 -0.273
H -4.595 -5.136 2.095
H -4.043 -3.132 3.485
H -2.705 -1.271 2.487
H -1.314 1.927 -0.190
H -3.094 3.669 -0.245
H -5.478 3.014 -0.696
H -6.091 0.600 -0.837
H -4.346 -1.153 -0.630
H 2.296 -3.121 0.475
H 4.163 -4.437 1.457
H 6.428 -3.419 1.691
H 6.817 -1.088 0.886
H 4.927 0.292 0.124
H 1.332 2.296 0.786
H 1.958 4.589 0.050
H 3.905 4.927 -1.491
H 5.076 2.955 -2.474
H 4.209 0.664 -2.043
F -0.117 -0.018 8.121
C -0.319 0.181 6.801
C -0.419 1.480 6.293
F -0.277 2.540 7.119
C -0.699 1.677 4.948
F -0.757 2.934 4.447
C -0.900 0.590 4.063
S -1.392 0.893 2.440
C -0.707 -0.704 4.594
F -0.715 -1.780 3.759
C -0.454 -0.914 5.941
F -0.358 -2.173 6.422
```


Computed, not measured: a molecular structure, C41H37F7FeN7O9S2, with ωB97M-V/def2-TZVPD.

Properties
**Energy relative to the best compared isomer or geometry (same formula, charge and spin)**: 18.1 kcal/mol
**Net charge**: +1
**Max |F|**: 1.76 eV/Å
**HOMO (alpha / beta)**: -9.96 / -9.96 eV

```
104
C41H37F7FeN7O9S2 | OMol25 | ωB97M-V/def2-TZVPD
Fe 1.723 2.165 -0.240
C 0.926 3.186 4.054
O 2.092 3.888 3.542
C 2.144 3.575 2.252
N 1.317 2.723 1.780
C 0.549 2.202 2.920
C -0.940 2.113 2.698
C -1.699 1.258 3.489
C -3.077 1.194 3.329
C -3.702 1.965 2.360
C -2.946 2.818 1.565
C -1.573 2.900 1.744
C 3.195 4.153 1.387
C 4.210 5.016 1.746
C 5.162 5.332 0.776
C 5.081 4.764 -0.488
C 4.017 3.907 -0.744
N 3.106 3.642 0.172
C 3.777 3.144 -1.981
N 2.772 2.364 -2.059
C 2.821 1.713 -3.387
C 4.125 2.294 -3.994
O 4.599 3.257 -3.017
C 2.859 0.201 -3.264
C 3.749 -0.399 -2.378
C 3.792 -1.780 -2.253
C 2.955 -2.568 -3.032
C 2.075 -1.974 -3.927
C 2.023 -0.592 -4.038
H 0.142 3.923 4.228
H 1.201 2.702 4.986
H 0.938 1.201 3.140
H -1.210 0.639 4.235
H -3.661 0.537 3.963
H -4.774 1.906 2.224
H -3.413 3.429 0.803
H -0.993 3.574 1.133
H 4.255 5.415 2.749
H 5.977 6.001 1.014
H 5.818 4.964 -1.252
H 1.944 2.020 -3.956
H 3.979 2.815 -4.937
H 4.900 1.536 -4.098
H 4.393 0.201 -1.748
H 4.479 -2.228 -1.546
H 2.992 -3.648 -2.946
H 1.421 -2.586 -4.537
H 1.308 -0.124 -4.706
C 1.286 -5.410 0.536
C 1.308 -4.515 1.767
N 1.008 -3.118 1.444
C 2.029 -2.249 1.297
C 1.917 -0.953 0.895
C 3.216 -0.185 0.769
O 4.252 -0.764 1.086
O 3.154 1.006 0.322
C 0.629 -0.434 0.570
O 0.380 0.686 0.104
C -0.494 -1.356 0.816
C -1.791 -0.884 0.619
C -2.845 -1.736 0.762
F -4.103 -1.301 0.515
C -2.669 -3.073 1.126
C -1.390 -3.539 1.350
C -0.287 -2.687 1.203
N -3.774 -3.982 1.222
C -4.910 -3.535 2.012
C -5.780 -4.733 2.337
N -6.237 -5.345 1.038
C -5.074 -5.735 0.164
C -4.200 -4.516 -0.061
H 1.517 -6.437 0.817
H 2.031 -5.075 -0.185
H 0.312 -5.396 0.046
H 2.298 -4.526 2.219
H 0.609 -4.859 2.530
H 3.026 -2.620 1.502
H -1.938 0.150 0.338
H -1.277 -4.571 1.646
H -5.519 -2.777 1.499
H -4.554 -3.092 2.941
H -6.666 -4.455 2.905
H -5.221 -5.502 2.867
H -6.808 -4.657 0.538
H -6.831 -6.154 1.215
H -5.473 -6.129 -0.769
H -4.531 -6.513 0.696
H -4.748 -3.771 -0.661
H -3.326 -4.818 -0.637
F -1.873 -0.563 -2.877
C -2.269 0.714 -2.835
F -2.793 0.945 -1.626
F -3.220 0.891 -3.743
S -0.821 1.812 -3.158
O 0.271 1.273 -2.403
O -0.704 1.842 -4.585
N -1.410 3.153 -2.570
S -0.691 4.154 -1.622
O -1.627 4.964 -0.911
O 0.429 3.639 -0.846
C 0.167 5.293 -2.781
F 0.889 6.178 -2.092
F -0.701 5.936 -3.546
F 0.999 4.590 -3.562
```


Among the records above, which one has the lowest max |F|? C41H37F7FeN7O9S2